DFT (wB97M-V/def2-TZVPD) results for one molecule with the formula C7H12 at a distorted geometry.

```
! RIJCOSX wB97M-V def2-TZVPD def2/J DEFGRID3
* xyz 0 1
C -0.357 2.280 -0.665
C 0.601 1.332 -0.660
C 0.354 -0.072 -0.180
C 0.719 -1.231 -0.880
C -0.111 -2.580 -1.110
C -0.591 -0.330 0.995
C -0.400 0.765 2.158
H -1.102 2.406 -1.536
H -0.248 3.239 -0.067
H 1.648 1.616 -1.120
H 1.715 -1.287 -1.475
H 0.401 -3.371 -0.452
H -0.004 -2.904 -2.144
H -1.082 -2.369 -0.703
H -1.645 -0.185 0.698
H -0.192 -1.311 1.372
H 0.689 1.108 2.232
H -0.624 0.240 3.187
H -0.842 1.837 2.060
*
```

Energy relative to the best compared isomer or geometry (same formula, charge and spin) = 5.947 eV
HOMO-LUMO gap = 6.7 eV
E_HOMO = -7.032 eV
LUMO level = -0.3 eV

The molecule's natural (NBO) atomic charges, reported in e, are given here: -0.54 -0.13 -0.09 -0.10 -0.66 -0.46 -0.63 0.23 0.20 0.20 0.19 0.22 0.23 0.22 0.23 0.22 0.21 0.21 0.23

---

DFT (wB97M-V/def2-TZVPD) results for a 3-piece molecular cluster, C5H13NO2 overall.

```
! RIJCOSX wB97M-V def2-TZVPD def2/J DEFGRID3
* xyz 0 1
C -2.764 -1.857 -0.679
C -1.598 -1.349 0.101
C -0.351 -1.313 -0.361
C 0.759 -0.522 0.164
C 1.771 -0.201 -0.642
N 2.807 0.681 -0.379
H -3.344 -1.036 -1.102
H -3.458 -2.414 -0.046
H -2.442 -2.513 -1.475
H -1.794 -0.885 1.064
H -0.216 -1.712 -1.365
H 0.673 -0.146 1.176
H 1.785 -0.527 -1.669
H 3.595 0.605 -1.001
H 3.090 0.781 0.584
O 1.311 1.976 2.422
H 0.799 2.244 3.188
H 0.966 2.434 1.646
O -0.520 2.248 -0.760
H -1.230 1.942 -0.176
H 0.160 1.564 -0.690
*
```

Energy relative to the best compared isomer or geometry (same formula, charge and spin) = 1.761 eV
HOMO-LUMO gap = 8.4 eV
E_HOMO = -7.687 eV
LUMO level = 0.8 eV

The molecule's natural (NBO) atomic charges, reported in e, are given here: -0.64 -0.20 -0.20 -0.36 0.02 -0.81 0.21 0.21 0.21 0.18 0.19 0.23 0.19 0.38 0.39 -0.96 0.48 0.49 -0.95 0.47 0.48